Molecular formula: C14H29F5OP
Method: DFT, ωB97M-V/def2-TZVPD

```
50
C14H29F5OP | the Open Molecules 2025 dataset | ωB97M-V/def2-TZVPD
C 4.960 -0.849 1.364
C 4.105 -1.814 0.519
C 2.654 -1.349 0.303
C 2.489 -0.029 -0.449
C 2.942 -0.170 -1.915
P 0.702 0.748 -0.272
C -1.017 1.604 -0.112
C -0.960 3.028 0.433
C -2.320 3.586 0.890
C -3.365 3.626 -0.232
O -4.298 2.541 -0.122
C -0.070 -0.597 -1.451
C -1.335 -1.360 -1.020
C -1.120 -2.316 0.177
C -2.209 -2.322 1.222
F -2.301 -1.149 1.912
F -1.960 -3.306 2.155
C -3.650 -2.612 0.685
F -4.244 -1.499 0.249
F -3.618 -3.479 -0.342
F -4.436 -3.141 1.624
H 4.372 0.004 1.717
H 5.803 -0.437 0.796
H 5.379 -1.342 2.247
H 4.585 -1.982 -0.453
H 4.086 -2.794 1.017
H 2.167 -1.286 1.287
H 2.133 -2.147 -0.249
H 3.135 0.713 0.042
H 2.982 -1.224 -2.228
H 2.248 0.346 -2.590
H 3.941 0.249 -2.089
H 0.447 -0.092 0.915
H 1.284 1.787 0.628
H 0.993 1.627 -1.448
H -1.689 1.010 0.521
H -1.450 1.618 -1.125
H -0.254 3.068 1.273
H -0.568 3.694 -0.349
H -2.184 4.593 1.300
H -2.721 2.929 1.670
H -2.855 3.580 -1.202
H -3.943 4.560 -0.201
H -4.128 1.914 -0.829
H 0.675 -1.361 -1.720
H -0.307 -0.070 -2.388
H -2.161 -0.669 -0.821
H -1.670 -1.982 -1.864
H -0.187 -2.091 0.699
H -1.065 -3.354 -0.176
```

**LUMO energy**: 0.119 Eh
**Net charge**: -1
**Orbital gap**: 6.834 eV
**Max |F|**: 0.4 eV/Å